Below is a molecular structure, C12H13Cl5CrN2O5 in a non-equilibrium geometry, with properties calculated with the ωB97M-V functional and the def2-TZVPD basis.

```
38
Properties=species:S:1:pos:R:3
Cr -0.094 0.513 0.049
Cl 2.448 -3.389 1.028
Cl 3.752 -3.480 -4.212
Cl 3.698 -4.876 -1.430
Cl 0.833 0.545 -2.100
Cl 2.356 -0.708 -4.582
O 1.287 -0.810 0.334
O -0.339 -0.460 4.082
O -0.863 -1.760 -1.253
O -2.767 -0.442 1.448
O -0.293 0.489 2.069
N -1.693 1.878 -0.421
N 0.854 2.703 0.360
C -1.225 3.217 -0.807
C -2.454 -1.443 0.488
C 2.387 -1.468 -3.051
C 3.027 -3.315 -1.616
C 1.828 -1.415 -0.658
C 1.780 -0.875 -1.960
C -0.219 3.693 0.240
C 2.466 -2.671 -0.522
C -1.228 -1.091 -0.323
C -2.289 -0.677 2.743
C -0.872 -0.176 2.918
C 3.016 -2.705 -2.879
H 0.584 -0.159 4.169
H -2.345 -1.735 3.030
H -0.725 3.766 1.208
H 0.154 4.688 -0.033
H -2.934 -0.112 3.429
H 1.557 2.858 -0.358
H 1.326 2.803 1.252
H -2.309 1.521 -1.152
H -2.279 1.965 0.412
H -3.313 -1.517 -0.190
H -2.315 -2.427 0.952
H -0.745 3.136 -1.785
H -2.051 3.935 -0.881
```

**Relative energy (zero: lowest compared OMol25 entry of this formula, charge and spin)**: 21.3 kcal/mol
**HOMO level (spin up / spin down)**: -10.9 / -10.9 eV
**Charge**: +1
**Gap between HOMO and LUMO (spin up / spin down)**: 6.5 / 7.6 eV
**Total energy**: -116899.934 eV
**Multiplicity**: 2